[1]
{"formula": "C59H49Cl2HgIN3O5P2S2", "method": "ωB97M-V/def2-TZVPD", "homo_energy_ev": [0.6, -1.7], "energy_ev": -154258.147, "charge": -2, "s_squared": 0.767, "max_force_ha_per_bohr": 0.009, "homo_lumo_gap_ev": [3.3, 5.5], "spin_multiplicity": 2, "species": ["Hg", "I", "Cl", "Cl", "S", "S", "P", "P", "O", "O", "O", "O", "O", "N", "N", "N", "C", "C", "C", "C", "C", "C", "C", "C", "C", "C", "C", "C", "C", "C", "C", "C", "C", "C", "C", "C", "C", "C", "C", "C", "C", "C", "C", "C", "C", "C", "C", "C", "C", "C", "C", "C", "C", "C", "C", "C", "C", "C", "C", "C", "C", "C", "C", "C", "C", "C", "C", "C", "C", "C", "C", "C", "C", "C", "C", "H", "H", "H", "H", "H", "H", "H", "H", "H", "H", "H", "H", "H", "H", "H", "H", "H", "H", "H", "H", "H", "H", "H", "H", "H", "H", "H", "H", "H", "H", "H", "H", "H", "H", "H", "H", "H", "H", "H", "H", "H", "H", "H", "H", "H", "H", "H", "H", "H"], "coordinates": [[0.2804, 0.6362, -0.4632], [-0.4974, -0.6945, 4.7962], [1.9993, 4.3764, 5.3865], [4.3219, 1.4584, -3.6736], [-1.6884, -1.9757, 0.7947], [-0.5110, 2.2249, -2.5507], [1.5131, -2.3976, 0.4320], [-1.0613, -1.2564, -2.3757], [0.1454, 0.0920, 1.7880], [-3.0599, -1.9068, 1.3718], [-2.0526, 1.1967, 0.0344], [2.3793, 0.4253, -1.6711], [2.6150, -1.7637, -2.2066], [-2.5168, 3.8362, -3.1503], [1.1954, 2.3601, 0.6859], [-2.5746, 3.2163, -0.9805], [1.4304, 3.1268, 4.2795], [1.2910, -3.7505, 2.9536], [0.5785, -4.3360, 3.9854], [-1.9477, 3.0952, -2.1498], [-3.5629, -0.1132, -2.2443], [-3.7214, 4.0533, 1.4695], [0.4090, 0.9968, 3.9743], [-3.5703, 5.9255, -2.3509], [3.6300, -5.9239, -0.1685], [2.1059, -4.0447, -0.1542], [-2.6498, 2.1648, 2.5125], [-4.1305, 4.5082, 2.7147], [-5.0685, 0.3220, -4.0701], [1.4470, -2.9944, -5.1789], [3.2803, -4.6570, 0.2782], [2.8446, -0.5412, -2.3165], [-4.1450, -0.2173, -4.9529], [-4.7750, 0.3686, -2.7132], [0.5288, 1.0676, 2.5725], [-2.4186, -4.4645, -0.1489], [5.2710, -0.8525, 1.0272], [-1.7095, -2.9093, -1.8630], [-2.6241, -0.6450, -3.1290], [0.8491, 2.0045, 4.8244], [1.5889, 3.3107, 2.8900], [2.8070, -6.6079, -1.0522], [2.1943, 4.4405, 2.2853], [1.2936, -4.7401, -1.0440], [-3.7766, 4.5305, -2.9262], [5.1229, -0.1596, 2.2206], [-1.9475, 3.9667, -4.4813], [-2.7535, -5.3966, -1.1101], [1.7881, 3.4444, 0.1277], [0.5738, -2.8513, -4.1096], [1.7401, -1.9130, -5.9933], [-1.4697, -3.5497, 3.0130], [4.2150, -1.5845, 0.5050], [-2.9284, -0.6980, -4.4859], [2.2862, 4.4762, 0.8779], [-3.7855, 3.8004, 3.8593], [-0.8081, -4.2444, 4.0114], [-1.8862, -3.2313, -0.5188], [1.1075, 2.2682, 2.0477], [-2.6035, -5.0819, -2.4589], [-2.9824, 2.8799, 1.3644], [3.0010, -1.6538, 1.1882], [-3.0420, 2.6320, 3.7575], [1.6318, -6.0114, -1.4855], [1.1686, -0.6769, -5.7201], [-2.4728, 2.3580, 0.0443], [3.8989, -0.2600, -3.4025], [0.6442, -3.0695, 1.9224], [-2.1042, -3.8479, -2.8247], [-0.0234, -1.6251, -3.8381], [3.9152, -0.2126, 2.9006], [2.8642, -0.9624, 2.3928], [-2.4311, 2.8872, -5.4389], [-0.7423, -2.9844, 1.9730], [0.3062, -0.5301, -4.6452], [-4.0887, 4.1665, 4.8338], [-2.2158, -1.1094, -5.1890], [-4.3630, -0.2558, -6.0142], [2.4316, -2.0229, -6.8205], [4.8155, -0.7831, -3.1394], [-4.3940, 3.9343, -2.2565], [-4.5256, 6.4416, -2.2224], [3.5308, -0.6519, -4.3451], [-5.4824, 0.7935, -2.0115], [-2.9422, 6.5307, -3.0088], [4.5509, -6.3783, 0.1793], [3.7662, 0.3535, 3.8124], [-2.8890, -5.7951, -3.2231], [0.7368, 1.9127, 5.8957], [3.0824, -7.5958, -1.4029], [2.3730, -3.8078, 2.9476], [1.9160, -0.9721, 2.9124], [5.9384, 0.4406, 2.6066], [-4.2885, 4.5842, -3.8917], [-2.7496, 2.0829, 4.6445], [2.5762, 5.2436, 2.8978], [-3.3315, -0.0471, -1.1878], [0.3898, -3.7038, -3.4726], [2.7514, 5.3168, 0.3761], [-2.1163, 1.9084, -5.0789], [1.8423, 3.4419, -0.9549], [-3.0766, 5.8474, -1.3830], [-1.3709, -4.6861, 4.8254], [1.9183, -3.9539, -5.3547], [-3.5215, 2.8836, -5.5139], [-0.8628, 3.9400, -4.4027], [-3.9553, 4.6028, 0.5671], [-2.0688, 1.2567, 2.4144], [-2.5398, -3.3843, 3.0464], [4.3176, -2.0745, -0.4544], [0.3769, -4.2871, -1.3914], [3.9349, -4.1385, 0.9668], [1.4130, 0.1866, -6.3271], [-0.1090, 0.4459, -4.4206], [1.1066, -4.8502, 4.7801], [-2.0189, -3.5948, -3.8743], [-2.5740, -4.6766, 0.9002], [-4.7040, 5.4248, 2.7949], [-2.0179, 3.0437, -6.4391], [6.2048, -0.7966, 0.4794], [-6.0117, 0.7092, -4.4378], [-2.2256, 4.9588, -4.8519], [0.9737, -6.5295, -2.1740], [-3.1486, -6.3611, -0.8146]], "forces_ev_per_angstrom": [[0.399, 0.195, 0.007], [-0.006, 0.109, 0.066], [-0.003, -0.006, -0.006], [-0.012, 0.034, -0.015], [0.045, -0.036, -0.061], [-0.077, 0.109, 0.090], [-0.183, -0.049, 0.018], [0.045, 0.011, 0.099], [-0.100, -0.024, 0.052], [-0.073, 0.005, 0.035], [-0.254, -0.221, -0.191], [-0.197, -0.251, -0.247], [-0.017, 0.243, 0.086], [-0.005, -0.091, 0.022], [0.033, -0.063, -0.024], [0.079, 0.017, -0.281], [0.039, 0.045, 0.037], [-0.011, 0.004, -0.039], [-0.021, -0.019, 0.000], [-0.156, -0.029, -0.055], [-0.004, 0.018, 0.004], [0.036, 0.004, 0.005], [0.034, 0.049, -0.074], [-0.016, 0.023, 0.011], [0.011, -0.001, 0.013], [0.166, 0.046, 0.001], [-0.059, 0.030, -0.007], [-0.001, 0.011, -0.022], [-0.011, 0.004, 0.011], [-0.021, -0.016, 0.016], [0.005, -0.039, -0.022], [0.104, -0.088, 0.124], [-0.007, -0.025, -0.012], [-0.005, 0.008, -0.021], [0.031, 0.060, 0.032], [0.029, 0.036, -0.068], [0.023, -0.008, -0.036], [0.029, 0.002, -0.006], [0.029, 0.068, 0.009], [-0.013, -0.010, -0.032], [-0.037, -0.050, 0.039], [0.008, -0.016, -0.011], [-0.012, -0.006, -0.016], [0.020, -0.091, -0.004], [0.022, -0.026, -0.003], [0.001, 0.020, 0.035], [0.027, 0.055, 0.070], [-0.006, -0.012, -0.012], [0.035, 0.092, -0.011], [-0.004, -0.005, 0.005], [-0.004, 0.011, -0.026], [0.011, 0.008, -0.018], [-0.026, 0.036, -0.033], [-0.041, -0.069, 0.007], [-0.018, -0.051, -0.055], [0.001, -0.008, 0.025], [-0.003, -0.033, -0.037], [-0.019, -0.082, 0.052], [-0.001, -0.055, 0.091], [-0.005, -0.024, 0.036], [0.115, 0.011, -0.027], [-0.079, 0.126, 0.073], [0.005, -0.014, 0.002], [-0.019, 0.015, 0.000], [-0.021, 0.023, 0.008], [0.050, 0.133, 0.334], [0.056, -0.003, 0.002], [-0.023, -0.083, -0.029], [0.018, 0.046, 0.038], [0.014, 0.130, -0.061], [-0.019, -0.013, 0.013], [0.080, -0.041, -0.038], [-0.003, 0.006, -0.011], [-0.076, -0.006, 0.042], [-0.035, -0.103, -0.043], [0.005, 0.001, -0.002], [0.043, 0.002, -0.006], [-0.003, 0.002, 0.004], [-0.005, -0.005, -0.003], [-0.001, 0.022, 0.027], [0.020, 0.017, 0.005], [0.004, -0.014, 0.004], [-0.001, -0.027, 0.002], [-0.008, -0.004, -0.009], [-0.002, -0.007, -0.009], [-0.004, 0.000, -0.008], [0.001, 0.000, 0.001], [-0.006, -0.006, 0.010], [0.000, 0.005, -0.004], [-0.005, 0.001, 0.006], [0.005, -0.010, -0.011], [0.081, -0.050, 0.008], [-0.005, 0.000, -0.003], [-0.012, 0.013, 0.002], [-0.006, 0.008, 0.006], [-0.006, 0.000, 0.002], [0.013, -0.010, -0.016], [0.013, 0.011, 0.006], [-0.003, -0.012, -0.004], [-0.001, -0.001, 0.005], [0.005, 0.016, 0.023], [0.004, -0.001, 0.001], [0.008, 0.014, 0.008], [-0.008, 0.002, 0.004], [0.005, 0.000, 0.009], [0.014, -0.015, 0.008], [-0.008, 0.001, -0.002], [-0.007, -0.012, -0.021], [-0.002, -0.014, -0.035], [-0.014, -0.031, -0.022], [-0.030, 0.031, 0.009], [0.000, 0.010, 0.005], [0.006, -0.003, 0.006], [-0.006, 0.016, 0.015], [-0.011, 0.006, -0.006], [0.018, 0.001, -0.004], [0.010, -0.018, 0.027], [-0.004, -0.005, 0.001], [0.006, 0.004, 0.012], [-0.012, -0.002, 0.000], [0.002, 0.000, 0.000], [-0.002, -0.009, -0.005], [0.011, -0.003, 0.000], [0.000, 0.001, -0.001]], "mulliken_spin": [-0.04, 0.00, 0.01, 0.00, 0.00, 0.01, 0.00, 0.00, 0.00, 0.00, 0.02, 0.01, 0.00, 0.00, 0.21, 0.00, -0.05, 0.00, 0.00, 0.01, 0.00, 0.00, -0.02, 0.00, 0.00, 0.00, -0.01, 0.00, 0.00, 0.00, 0.00, 0.00, 0.00, 0.00, 0.11, 0.00, 0.00, 0.00, 0.00, 0.05, -0.09, 0.00, 0.53, 0.00, 0.00, 0.01, 0.00, 0.00, 0.13, 0.00, 0.00, 0.00, 0.00, 0.00, -0.03, 0.00, 0.00, 0.00, 0.04, 0.00, 0.00, 0.00, 0.01, 0.00, 0.00, -0.02, 0.00, 0.00, 0.00, 0.00, 0.01, 0.00, 0.00, 0.00, 0.00, 0.00, 0.00, 0.00, 0.00, 0.00, 0.00, 0.00, 0.00, 0.00, 0.00, 0.00, 0.00, 0.00, 0.01, 0.00, 0.00, -0.01, 0.00, 0.00, 0.00, 0.04, 0.00, 0.00, 0.01, 0.00, 0.05, 0.00, 0.00, 0.00, 0.00, 0.00, 0.00, 0.01, 0.00, 0.00, 0.00, 0.00, 0.00, 0.00, 0.00, 0.00, 0.00, 0.00, 0.00, 0.00, 0.00, 0.00, 0.00, 0.00]}

***

[2]
{"formula": "C16H14BeCl5O", "method": "ωB97M-V/def2-TZVPD", "homo_energy_ev": -4.4, "energy_ev": -81884.402, "charge": -1, "max_force_ha_per_bohr": 0.020, "homo_lumo_gap_ev": 7.1, "species": ["Cl", "Cl", "Cl", "Cl", "Cl", "O", "C", "C", "C", "C", "C", "C", "C", "C", "C", "C", "C", "C", "C", "C", "C", "C", "Be", "H", "H", "H", "H", "H", "H", "H", "H", "H", "H", "H", "H", "H", "H"], "coordinates": [[-4.3955, -1.7822, -2.6930], [-0.1459, -2.9680, 0.4157], [-1.5851, 2.1296, -0.2584], [-2.5112, -3.9024, -1.3929], [-3.8966, 1.2572, -2.1744], [0.2283, 0.6395, 2.2549], [0.8173, 1.1116, -3.7025], [1.2618, -1.2124, -3.3688], [1.2631, 1.3818, -2.4184], [-0.3118, 1.7517, 4.2859], [-2.2463, -2.2188, -1.1035], [-1.8132, 0.4540, -0.6248], [0.7958, -0.1896, -4.1868], [1.6748, 0.3591, -1.5521], [1.7030, -0.9398, -2.0864], [0.8418, -0.4898, 4.2541], [-0.9224, -0.4514, -0.0494], [-3.0851, -1.2761, -1.6913], [0.6711, 0.8524, 3.5364], [-2.8679, 0.0768, -1.4487], [2.0037, 0.6115, -0.1340], [-1.1950, -1.7857, -0.3005], [0.4429, 0.3491, 0.8436], [1.5682, -1.0920, 3.7060], [2.7499, -0.1093, 0.2170], [1.2614, 2.4036, -2.0559], [0.4351, -0.4021, -5.1860], [-1.2984, 1.2836, 4.2877], [-0.1132, -1.0193, 4.2391], [0.4714, 1.9228, -4.3343], [2.0421, -1.7490, -1.4489], [1.6540, 1.3615, 3.5275], [0.0116, 1.9242, 5.3160], [1.2669, -2.2340, -3.7342], [-0.3908, 2.7130, 3.7756], [2.4340, 1.6082, -0.0012], [1.1800, -0.3689, 5.2870]], "forces_ev_per_angstrom": [[-0.044, -0.014, -0.061], [0.204, -0.223, 0.124], [0.067, 0.403, -0.058], [-0.023, -0.034, -0.005], [-0.089, 0.058, -0.035], [-0.523, 0.037, 0.654], [-0.033, -0.009, -0.069], [-0.045, -0.014, -0.064], [-0.096, -0.051, 0.095], [0.098, -0.006, -0.104], [0.006, 0.000, -0.011], [0.028, -0.635, -0.010], [0.040, -0.013, -0.055], [0.316, -0.024, -0.211], [-0.099, 0.068, 0.131], [0.026, 0.112, -0.169], [-0.280, 0.462, -0.145], [0.069, -0.028, 0.078], [0.227, 0.016, -0.015], [0.024, 0.038, 0.012], [-0.433, -0.085, 0.067], [0.040, 0.315, -0.076], [0.812, -0.308, -0.511], [0.004, -0.048, 0.054], [-0.061, -0.065, 0.069], [-0.032, 0.020, 0.028], [-0.002, 0.005, 0.012], [-0.009, -0.001, 0.029], [-0.003, -0.016, 0.058], [0.020, 0.015, 0.027], [-0.015, -0.033, -0.011], [-0.005, -0.019, 0.057], [-0.018, -0.003, 0.009], [0.014, 0.011, 0.023], [-0.034, -0.004, 0.011], [-0.138, 0.065, 0.081], [-0.011, 0.009, -0.010]], "nbo_charge": [0.02, -0.01, -0.01, 0.02, 0.02, -1.09, -0.22, -0.20, -0.21, -0.62, -0.09, 0.04, -0.28, 0.02, -0.27, -0.62, -0.57, -0.09, 0.13, -0.13, -1.06, -0.06, 1.60, 0.21, 0.20, 0.19, 0.20, 0.20, 0.20, 0.20, 0.20, 0.13, 0.18, 0.20, 0.21, 0.20, 0.18]}